Record 1
C8H10INO2 in the gas phase in a non-equilibrium geometry, computed with the ωB97M-V functional and the def2-TZVPD basis.

CARTESIAN COORDINATES (ANGSTROEM)
C (-1.489, -0.345, 0.858)
C (-0.392, -0.933, -0.027)
C (0.851, -0.498, -0.274)
C (0.278, 2.090, -0.278)
C (-0.900, 0.797, 1.622)
C (-0.623, 1.968, 0.651)
C (-0.697, -2.178, -0.772)
C (0.969, 2.320, -1.311)
N (2.050, -0.429, -0.609)
O (2.982, -0.894, 0.349)
O (2.607, 0.143, -1.550)
I (-3.119, 0.091, -0.492)
H (-1.990, -1.232, 1.566)
H (-1.671, 1.023, 2.356)
H (0.125, 0.621, 2.130)
H (-1.382, 2.866, 0.543)
H (-1.672, -2.203, -1.301)
H (-0.640, -3.159, -0.271)
H (0.004, -2.344, -1.577)
H (1.883, 2.946, -1.297)
H (0.807, 1.938, -2.229)
H (3.769, -1.187, -0.097)

DFT total energy, a.u.: -813.32455
2S+1: 3
Gap between HOMO and LUMO (alpha / beta), eV: 6.0 / 4.9
Relative energy (zero: lowest compared OMol25 entry of this formula, charge and spin), eV: 5.674
Expectation value of S²: 2.011


Record 2
A molecular structure, C25H36CuF5GeN3O2S2, computed with the ωB97M-V functional and the def2-TZVPD basis.

CARTESIAN COORDINATES (ANGSTROEM)
Cu (2.297, 0.470, 0.450)
O (0.823, 6.959, -1.198)
C (1.934, 6.341, -1.802)
C (2.030, 4.928, -1.306)
C (3.028, 4.080, -1.774)
C (3.101, 2.789, -1.294)
N (2.242, 2.318, -0.384)
C (1.274, 3.130, 0.065)
C (1.133, 4.433, -0.366)
C (0.359, 2.508, 1.064)
C (-1.014, 2.708, 1.033)
C (-1.801, 1.963, 1.899)
C (-3.258, 1.796, 1.597)
O (-3.324, 0.614, 0.717)
C (-1.196, 1.189, 2.878)
C (0.182, 1.056, 2.843)
N (0.931, 1.642, 1.908)
H (0.780, 7.881, -1.467)
H (2.870, 6.857, -1.559)
H (1.843, 6.320, -2.894)
H (3.749, 4.418, -2.506)
H (3.870, 2.107, -1.632)
H (0.357, 5.073, 0.028)
H (-1.458, 3.350, 0.283)
H (-3.665, 2.641, 1.046)
H (-3.864, 1.597, 2.478)
H (-4.223, 0.469, 0.389)
H (-1.780, 0.636, 3.603)
H (0.702, 0.412, 3.542)
F (3.452, -2.052, 0.922)
C (2.476, -1.474, 0.170)
F (2.873, -1.576, -1.144)
C (1.277, -2.424, 0.296)
F (0.716, -2.335, 1.506)
F (0.316, -2.074, -0.622)
F (1.584, -3.685, 0.058)
C (-4.777, -4.469, 1.119)
C (-3.266, -4.660, 1.087)
C (-2.534, -3.573, 0.298)
C (-2.627, -2.202, 0.979)
Ge (-1.818, -0.721, 0.016)
C (-2.046, -0.338, -1.873)
C (-2.897, -1.361, -2.630)
C (-4.350, -1.374, -2.164)
C (-5.169, -2.482, -2.813)
H (-5.265, -5.310, 1.610)
H (-5.183, -4.398, 0.107)
H (-5.071, -3.570, 1.665)
H (-3.033, -5.624, 0.631)
H (-2.868, -4.699, 2.105)
H (-2.965, -3.521, -0.706)
H (-1.487, -3.858, 0.175)
H (-2.158, -2.232, 1.966)
H (-3.672, -1.922, 1.123)
H (-0.599, -0.084, 0.677)
H (-1.048, -0.239, -2.304)
H (-2.507, 0.653, -1.916)
H (-2.466, -2.361, -2.534)
H (-2.864, -1.123, -3.695)
H (-4.803, -0.402, -2.386)
H (-4.389, -1.502, -1.072)
H (-5.190, -2.360, -3.897)
H (-6.198, -2.480, -2.457)
H (-4.741, -3.462, -2.598)
S (4.100, 0.799, 1.874)
C (5.489, 0.076, 1.227)
N (6.516, -0.283, 1.966)
C (7.604, -1.002, 1.299)
C (7.515, -0.607, -0.172)
S (5.757, -0.212, -0.455)
H (6.459, -0.227, 2.974)
H (7.457, -2.075, 1.437)
H (8.560, -0.715, 1.733)
H (7.811, -1.419, -0.830)
H (8.106, 0.278, -0.397)

DFT total energy, a.u.: -6301.57577
2S+1: 2
Gap between HOMO and LUMO (alpha / beta), eV: 8.5 / 6.9
Relative energy (zero: lowest compared OMol25 entry of this formula, charge and spin), eV: 0.179
Total charge: +2
Expectation value of S²: 0.755


Record 3
C16H23N3O4S in the gas phase in a non-equilibrium geometry, computed with the ωB97M-V functional and the def2-TZVPD basis.

CARTESIAN COORDINATES (ANGSTROEM)
C (-7.791, -0.354, 0.197)
N (-6.499, 0.260, 0.071)
C (-6.301, 1.628, 0.065)
O (-7.143, 2.470, 0.166)
O (-4.966, 1.865, -0.076)
C (-4.330, 0.662, -0.158)
C (-2.989, 0.394, -0.306)
C (-2.637, -0.946, -0.355)
S (-0.900, -1.341, -0.518)
O (-0.312, -0.464, -1.485)
O (-0.770, -2.760, -0.696)
N (-0.358, -0.903, 1.013)
C (0.892, -0.168, 1.040)
C (2.096, -1.045, 0.666)
N (3.238, -0.231, 0.313)
C (3.134, 0.373, -1.009)
C (3.412, 1.874, -0.921)
C (4.884, 2.204, -0.685)
C (5.492, 1.466, 0.507)
C (5.713, -0.022, 0.229)
C (4.501, -0.897, 0.565)
C (-3.562, -1.970, -0.265)
C (-4.915, -1.699, -0.119)
C (-5.284, -0.366, -0.066)
H (-7.830, -0.979, 1.091)
H (-8.526, 0.446, 0.279)
H (-8.010, -0.964, -0.681)
H (-2.242, 1.164, -0.392)
H (-0.335, -1.726, 1.597)
H (1.022, 0.268, 2.032)
H (0.785, 0.635, 0.312)
H (1.783, -1.713, -0.157)
H (2.359, -1.673, 1.522)
H (2.124, 0.222, -1.397)
H (3.826, -0.099, -1.718)
H (2.818, 2.277, -0.099)
H (3.083, 2.355, -1.845)
H (4.976, 3.281, -0.522)
H (5.459, 1.959, -1.582)
H (4.846, 1.581, 1.377)
H (6.456, 1.926, 0.737)
H (6.554, -0.387, 0.824)
H (5.988, -0.148, -0.820)
H (4.522, -1.134, 1.634)
H (4.584, -1.850, 0.010)
H (-3.200, -2.984, -0.322)
H (-5.645, -2.489, -0.054)

DFT total energy, a.u.: -1486.91321
Gap between HOMO and LUMO, eV: 8.8
Relative energy (zero: lowest compared OMol25 entry of this formula, charge and spin), eV: 0.894


Record 4
2 unconnected molecules or ions with the total composition CH3BrCl2OSi in a non-equilibrium geometry, computed with the ωB97M-V functional and the def2-TZVPD basis.

CARTESIAN COORDINATES (ANGSTROEM)
C (0.273, -0.058, 0.044)
O (1.333, -0.962, -0.157)
Si (2.886, -0.969, -0.589)
Cl (3.140, 4.111, 0.371)
Cl (4.110, 0.589, -0.335)
Br (3.490, -2.925, 0.089)
H (0.638, 0.948, 0.518)
H (-0.186, -0.463, 0.932)
H (-0.413, -0.066, -0.701)

DFT total energy, a.u.: -3899.01882
Gap between HOMO and LUMO (alpha / beta), eV: 10.3 / 3.3
Relative energy (zero: lowest compared OMol25 entry of this formula, charge and spin), eV: 5.187


Record 5
5 unconnected molecules or ions with the total composition C10H30O10 in a non-equilibrium geometry, computed with the ωB97M-V functional and the def2-TZVPD basis.

CARTESIAN COORDINATES (ANGSTROEM)
O (-1.627, -1.270, 1.111)
C (-0.553, -0.554, 1.254)
C (-0.741, 0.762, 0.635)
O (0.543, 1.525, 0.851)
H (-1.810, -1.718, 0.223)
H (-0.533, -0.565, 2.285)
H (0.206, -1.168, 0.853)
H (-1.530, 1.085, 1.207)
H (-0.913, 0.475, -0.315)
H (1.026, 1.110, 0.111)
O (0.474, 2.103, -4.961)
C (0.983, 1.062, -4.123)
C (1.420, 1.654, -2.823)
O (1.744, 0.611, -1.902)
H (0.963, 2.725, -5.064)
H (0.169, 0.272, -4.035)
H (1.848, 0.586, -4.554)
H (0.608, 2.256, -2.421)
H (2.342, 2.250, -2.785)
H (2.422, 0.080, -2.119)
O (0.694, 6.390, -1.505)
C (0.079, 5.508, -0.680)
C (1.046, 5.100, 0.451)
O (0.421, 4.268, 1.419)
H (0.114, 6.871, -2.032)
H (-1.050, 5.886, -0.546)
H (-0.255, 4.613, -1.134)
H (1.225, 5.920, 1.038)
H (1.736, 4.762, -0.213)
H (0.274, 3.412, 1.031)
O (0.512, -4.624, -2.811)
C (-0.085, -3.652, -1.982)
C (-1.451, -3.532, -2.465)
O (-1.968, -2.328, -1.902)
H (0.433, -4.503, -3.685)
H (-0.113, -4.135, -1.086)
H (0.515, -2.726, -1.700)
H (-2.133, -4.485, -2.175)
H (-1.501, -3.366, -3.631)
H (-2.437, -1.894, -2.524)
O (-0.074, -4.770, 4.796)
C (-0.322, -3.651, 5.583)
C (-0.102, -2.413, 4.724)
O (-0.329, -1.263, 5.466)
H (-0.141, -5.346, 5.400)
H (-1.212, -3.641, 6.038)
H (0.149, -3.411, 6.324)
H (-0.876, -2.367, 3.762)
H (0.773, -2.483, 4.406)
H (-0.957, -1.442, 6.201)

DFT total energy, a.u.: -1150.99563
Gap between HOMO and LUMO, eV: 9.6
Relative energy (zero: lowest compared OMol25 entry of this formula, charge and spin), eV: 9.120


Record 6
A molecular structure, C52H69BrN6O2SSr, computed with the ωB97M-V functional and the def2-TZVPD basis.

CARTESIAN COORDINATES (ANGSTROEM)
Sr (-0.267, 0.455, 0.077)
C (2.851, -0.812, 1.687)
N (3.193, 0.394, 0.944)
C (3.952, 1.300, 1.784)
C (3.947, 0.085, -0.261)
C (3.131, -0.548, -1.385)
N (1.983, 0.256, -1.764)
C (2.432, 1.573, -2.250)
C (1.408, 2.437, -2.942)
C (1.513, 2.719, -4.290)
C (0.662, 3.616, -4.929)
C (-0.268, 4.274, -4.118)
C (-0.411, 4.039, -2.754)
C (0.395, 3.028, -2.136)
O (0.251, 2.652, -0.913)
C (-1.425, 4.819, -1.911)
C (-0.719, 5.463, -0.706)
C (-2.089, 5.944, -2.709)
C (-2.534, 3.888, -1.399)
C (0.783, 3.848, -6.433)
C (2.183, 4.379, -6.777)
C (-0.243, 4.857, -6.949)
C (0.562, 2.523, -7.179)
C (1.110, -0.373, -2.764)
C (0.911, -1.874, -2.737)
C (0.884, -2.532, -3.962)
C (0.656, -3.895, -4.073)
C (0.525, -4.601, -2.871)
C (0.559, -4.007, -1.620)
C (0.673, -2.574, -1.521)
O (0.611, -1.954, -0.393)
C (0.500, -4.853, -0.344)
C (1.781, -4.626, 0.473)
C (0.404, -6.350, -0.648)
C (-0.714, -4.467, 0.511)
C (0.562, -4.631, -5.407)
C (0.738, -3.687, -6.598)
C (1.645, -5.716, -5.495)
C (-0.818, -5.295, -5.533)
H (3.758, -1.372, 1.982)
H (2.209, -1.458, 1.090)
H (2.300, -0.541, 2.589)
H (4.926, 0.870, 2.085)
H (3.383, 1.527, 2.686)
H (4.137, 2.235, 1.252)
H (4.782, -0.603, -0.029)
H (4.401, 1.012, -0.618)
H (2.782, -1.529, -1.072)
H (3.814, -0.699, -2.242)
H (3.275, 1.423, -2.951)
H (2.800, 2.132, -1.388)
H (2.292, 2.214, -4.857)
H (-0.918, 5.006, -4.577)
H (0.055, 6.159, -1.045)
H (-0.261, 4.698, -0.085)
H (-1.446, 6.017, -0.104)
H (-1.351, 6.647, -3.107)
H (-2.763, 6.494, -2.047)
H (-2.684, 5.557, -3.541)
H (-2.122, 3.097, -0.776)
H (-3.083, 3.444, -2.235)
H (-3.245, 4.452, -0.787)
H (2.363, 5.329, -6.268)
H (2.283, 4.537, -7.856)
H (2.958, 3.680, -6.462)
H (-0.111, 5.834, -6.481)
H (-1.263, 4.518, -6.754)
H (-0.127, 4.979, -8.030)
H (1.290, 1.773, -6.866)
H (0.656, 2.661, -8.262)
H (-0.433, 2.130, -6.964)
H (1.456, -0.129, -3.782)
H (0.149, 0.143, -2.673)
H (1.039, -1.934, -4.853)
H (0.398, -5.676, -2.926)
H (2.661, -4.926, -0.105)
H (1.752, -5.218, 1.394)
H (1.871, -3.577, 0.743)
H (1.260, -6.702, -1.233)
H (-0.512, -6.594, -1.191)
H (0.391, -6.900, 0.297)
H (-0.650, -3.426, 0.811)
H (-0.760, -5.091, 1.411)
H (-1.637, -4.614, -0.055)
H (1.719, -3.209, -6.582)
H (-0.024, -2.906, -6.598)
H (0.650, -4.251, -7.531)
H (2.636, -5.262, -5.426)
H (1.575, -6.260, -6.443)
H (1.549, -6.436, -4.681)
H (-1.602, -4.535, -5.492)
H (-0.991, -5.995, -4.714)
H (-0.908, -5.841, -6.478)
C (-3.953, -3.053, -0.690)
C (-3.048, -1.848, -0.660)
N (-2.461, -1.425, 0.412)
N (-2.774, -2.085, 1.541)
C (-2.023, -1.840, 2.608)
N (-2.524, -2.465, 3.736)
S (-0.579, -0.956, 2.791)
C (-2.892, -1.077, -1.901)
C (-3.502, -1.504, -3.088)
C (-3.406, -0.731, -4.229)
C (-2.719, 0.471, -4.185)
C (-2.131, 0.824, -2.981)
N (-2.203, 0.076, -1.880)
H (-4.983, -2.762, -0.922)
H (-3.931, -3.522, 0.289)
H (-3.624, -3.772, -1.444)
H (-3.159, -3.225, 3.550)
H (-1.842, -2.609, 4.460)
H (-4.040, -2.440, -3.119)
H (-3.872, -1.066, -5.149)
H (-2.621, 1.114, -5.049)
H (-1.565, 1.745, -2.901)
Br (0.648, 2.529, 2.480)
C (-0.965, 2.932, 3.405)
C (-0.823, 3.585, 4.596)
C (-1.971, 3.947, 5.331)
C (-3.208, 3.645, 4.839)
C (-3.358, 2.964, 3.602)
C (-4.646, 2.657, 3.109)
C (-4.769, 1.993, 1.920)
C (-3.623, 1.615, 1.188)
C (-2.320, 1.866, 1.585)
C (-2.213, 2.570, 2.830)
H (0.164, 3.820, 4.972)
H (-1.859, 4.463, 6.278)
H (-4.101, 3.920, 5.392)
H (-5.517, 2.948, 3.688)
H (-5.760, 1.751, 1.542)
H (-3.790, 1.079, 0.253)

DFT total energy, a.u.: -5505.00335
Gap between HOMO and LUMO, eV: 5.7
Relative energy (zero: lowest compared OMol25 entry of this formula, charge and spin), eV: 0.032
Total charge: -2


Q: Which of these has the highest relative energy (zero: lowest compared OMol25 entry of this formula, charge and spin)?
A: C10H30O10